(P)
DFT (the ωB97M-V functional and the def2-TZVPD basis) results for a structure of composition C18H21Cl2F3N6O2PbS.

## Properties
Highest occupied orbital energy (alpha / beta)   -0.0052 / 0.0283 Eh
Total charge   -2
Kohn-Sham gap (alpha / beta)   4.76 / 3.86 eV
Molar mass   720.6 g/mol

CARTESIAN COORDINATES (ANGSTROEM)
Pb: 0.38873 -0.49893 -0.76895
C: 2.79199 3.26523 -1.83950
C: 2.35748 1.99963 -1.14229
N: 2.14479 0.92808 -1.81103
N: 2.35168 1.00106 -3.16931
C: 1.40040 0.62278 -3.98700
N: 1.82842 0.70204 -5.33681
S: -0.21173 0.10134 -3.72439
C: 2.20659 2.05886 0.34729
C: 2.91905 3.04185 1.04441
C: 2.76941 3.16619 2.41471
C: 1.90608 2.30992 3.07618
C: 1.25099 1.34741 2.32090
N: 1.39671 1.22543 1.01419
H: 2.30193 3.30813 -2.80899
H: 3.87306 3.26400 -2.01237
H: 2.52494 4.15038 -1.26434
H: 2.80995 0.47210 -5.42160
H: 1.23789 0.11894 -5.90977
H: 3.59633 3.70023 0.51903
H: 3.32430 3.92457 2.95582
H: 1.75058 2.36625 4.14634
H: 0.57901 0.62857 2.78259
Cl: 3.38673 -1.25742 0.55766
C: 2.46028 -2.45733 1.60082
Cl: 0.18205 -2.65915 1.54573
H: 2.64434 -2.16010 2.62897
H: 2.84316 -3.44426 1.35429
N: -2.08835 -4.04279 -2.47622
C: -1.19752 -3.11307 -2.00327
O: -1.55149 -1.95610 -1.85459
C: 0.20802 -3.62134 -1.72571
C: 1.27445 -2.54338 -1.86977
H: -2.99179 -3.71187 -2.76512
H: -1.76747 -4.94267 -2.77850
H: 0.36437 -4.48245 -2.40010
H: 0.21474 -3.99205 -0.69719
H: 1.43812 -2.26306 -2.91201
H: 2.20436 -2.85310 -1.39752
F: -6.57775 0.46983 3.15114
C: -5.38689 0.90681 3.62680
F: -5.28443 0.39238 4.87566
F: -5.50754 2.24033 3.77657
C: -4.24266 0.50972 2.74975
C: -4.01334 -0.83737 2.50973
C: -2.94880 -1.18600 1.69059
N: -2.13183 -0.28953 1.13319
C: -2.37247 0.99642 1.36086
C: -3.41619 1.44965 2.16540
H: -4.64465 -1.60157 2.94627
H: -2.75195 -2.22613 1.47449
H: -1.67315 1.64415 0.81763
H: -3.56974 2.50913 2.31629
O: -0.60120 1.31824 -0.82695

***

(Q)
DFT (the ωB97M-V functional and the def2-TZVPD basis) results for a structure of composition C18H21Cl2F3N6O2PbS.

## Properties
Highest occupied orbital energy   0.0305 Eh
Total charge   -2
Kohn-Sham gap   3.64 eV
Molar mass   720.6 g/mol

CARTESIAN COORDINATES (ANGSTROEM)
Pb: -0.08255 -0.40732 0.22118
C: 4.73349 -1.66296 -1.54766
C: 3.29320 -1.69635 -1.12299
N: 2.47876 -0.73208 -1.34947
N: 2.96556 0.37402 -1.95445
C: 2.02131 1.03234 -2.61484
N: 2.43048 2.28309 -3.07986
S: 0.45380 0.48207 -3.02350
C: 2.68074 -2.88052 -0.47433
C: 3.40238 -3.98562 -0.00895
C: 2.70980 -5.07008 0.50725
C: 1.32409 -5.03896 0.56835
C: 0.68697 -3.88223 0.12796
N: 1.34954 -2.85041 -0.36932
H: 4.78760 -1.38395 -2.60191
H: 5.27555 -0.88753 -1.00004
H: 5.23655 -2.61888 -1.40523
H: 3.09678 2.70478 -2.44546
H: 1.62538 2.86484 -3.25682
H: 4.48337 -3.99808 -0.04253
H: 3.25624 -5.93542 0.86770
H: 0.75597 -5.87477 0.95609
H: -0.39126 -3.72003 0.17373
Cl: -0.50512 -2.62309 3.11064
C: -1.43243 -1.49583 4.09620
Cl: -1.59494 0.10426 3.38060
H: -0.92543 -1.38805 5.04921
H: -2.42685 -1.90587 4.23343
N: 3.27351 2.62391 2.95472
C: 2.29644 1.90499 2.28657
O: 2.44847 0.70628 2.15290
C: 1.10482 2.74578 1.85336
C: 0.46718 2.40060 0.52513
H: 4.07845 2.12095 3.28169
H: 3.22256 3.62029 3.04041
H: 1.44539 3.80150 1.97619
H: 0.37673 2.60893 2.66840
H: 1.15070 2.59689 -0.31030
H: -0.44369 2.99369 0.38751
F: -7.70145 2.00187 -1.12766
C: -6.72620 1.92971 -2.07258
F: -6.81895 3.08870 -2.77599
F: -7.08790 0.94270 -2.91569
C: -5.37017 1.73569 -1.47181
C: -4.88794 2.69658 -0.58981
C: -3.62625 2.48755 -0.05878
N: -2.86801 1.42649 -0.31784
C: -3.34698 0.48268 -1.14184
C: -4.59644 0.62932 -1.75657
H: -5.47096 3.57273 -0.33662
H: -3.18908 3.22609 0.60884
H: -2.71387 -0.45884 -1.13296
H: -4.95522 -0.13725 -2.43060
O: -1.75011 -1.55517 -0.29161

***

Which is the most stable structure? (Q) is the most stable.

***

(P)
DFT (the ωB97M-V functional and the def2-TZVPD basis) results for a cluster of 3 separate species, C2H13N2O2 in total.

## Properties
Highest occupied orbital energy   -0.5021 Eh
Total charge   +1
Kohn-Sham gap   10.77 eV
Molar mass   97.1 g/mol

CARTESIAN COORDINATES (ANGSTROEM)
C: -0.71389 -0.94476 0.28982
N: -1.24724 -0.48714 1.60003
C: 0.86704 -1.06950 0.42455
N: 1.29553 0.09265 1.19149
H: -0.98271 -0.14307 -0.39637
H: -1.24379 -1.84212 -0.00542
H: -1.55410 0.47742 1.62531
H: -1.77176 -1.18621 2.07197
H: 1.12254 -0.99763 -0.62984
H: 1.10837 -1.99156 0.93400
H: 2.12312 -0.03358 1.76522
H: 1.38066 0.95478 0.60202
H: 0.56385 0.30052 1.88765
H: -1.66383 -0.04306 -3.23425
H: -0.16798 -0.10705 -3.23269
O: -0.90261 0.24230 -2.73697
H: 0.60795 3.08014 -0.50598
H: 0.30999 1.55368 -1.09203
O: 0.86886 2.14419 -0.55850

***

(Q)
DFT (the ωB97M-V functional and the def2-TZVPD basis) results for a cluster of 3 separate species, C2H13N2O2 in total.

## Properties
Highest occupied orbital energy   -0.5057 Eh
Total charge   +1
Kohn-Sham gap   10.94 eV
Molar mass   97.1 g/mol

CARTESIAN COORDINATES (ANGSTROEM)
C: 0.56803 0.76667 1.68087
N: -0.28992 -0.13140 2.48193
C: 1.15243 -0.01791 0.44413
N: -0.05535 -0.89294 -0.12513
H: -0.07947 1.62604 1.40815
H: 1.54560 1.14326 2.17267
H: -1.12414 0.35699 2.89036
H: 0.29133 -0.57642 3.20444
H: 1.56699 0.46642 -0.56546
H: 1.96236 -0.67966 0.64349
H: 0.29525 -1.42566 -0.84770
H: -0.72717 -0.26513 -0.60138
H: -0.45379 -1.47084 0.65971
H: -2.06942 1.57535 -1.19879
H: -0.76507 2.21320 -0.92483
O: -1.15994 1.33237 -1.07533
H: -0.93892 -1.38498 -3.59214
H: 0.45973 -1.38865 -3.66943
O: -0.17851 -1.24669 -2.98556

***

Which is the most stable structure? (P) is the most stable.

***

(P)
DFT (the ωB97M-V functional and the def2-TZVPD basis) results for a cluster of 2 separate species, CH4IN2 in total.

## Properties
Highest occupied orbital energy (alpha / beta)   -0.5408 / -0.5408 Eh
Total charge   +1
Kohn-Sham gap (alpha / beta)   8.10 / 8.10 eV
Molar mass   171.0 g/mol

CARTESIAN COORDINATES (ANGSTROEM)
C: -0.11119 -0.76866 0.00135
N: -1.29982 -1.10859 0.01392
N: -0.09699 1.50268 0.01009
I: -2.98739 0.10213 0.01433
H: 0.88552 -1.03787 0.21164
H: -1.53561 -2.03848 -0.07086
H: 0.28178 1.83366 -0.89161
H: 0.75992 1.68510 0.53923

***

(Q)
DFT (the ωB97M-V functional and the def2-TZVPD basis) results for a cluster of 2 separate species, CH4IN2 in total.

## Properties
Highest occupied orbital energy (alpha / beta)   -0.5172 / -0.5172 Eh
Total charge   +1
Kohn-Sham gap (alpha / beta)   7.40 / 7.40 eV
Molar mass   171.0 g/mol

CARTESIAN COORDINATES (ANGSTROEM)
C: -0.57613 0.54374 -0.25831
N: 1.53161 -0.77403 -0.13790
N: -1.15062 -0.07178 0.64527
I: -0.63421 2.09949 -1.47368
H: 1.55001 -1.27537 -1.00474
H: 1.99777 0.08241 -0.05440
H: -0.81406 -0.88390 1.01022
H: -1.90437 0.27944 1.27354

***

Which is the most stable structure? (Q) is the most stable.

***

(P)
DFT (the ωB97M-V functional and the def2-TZVPD basis) results for a structure of composition C3H6ClN3.

## Properties
Highest occupied orbital energy   -0.3470 Eh
Total charge   0
Kohn-Sham gap   9.71 eV
Molar mass   119.6 g/mol

CARTESIAN COORDINATES (ANGSTROEM)
C: 0.33495 -0.06983 0.01385
C: -0.75943 -1.13005 -0.33049
C: -0.56442 -2.37732 -0.55462
H: 0.45038 3.20453 -0.34206
H: 0.96787 2.32504 1.24108
H: -1.09699 1.32684 0.78094
H: 1.98595 0.26921 0.30793
H: -1.53748 -2.85334 -0.81638
H: 0.44156 -3.00101 -0.28212
N: 0.90029 2.23140 0.09551
N: -0.12902 1.23082 -0.08127
N: 1.42263 -0.57558 0.28172
Cl: -2.41629 -0.58072 -0.31409

***

(Q)
DFT (the ωB97M-V functional and the def2-TZVPD basis) results for an isolated molecule of C3H6ClN3.

## Properties
Highest occupied orbital energy   -0.3246 Eh
Total charge   0
Kohn-Sham gap   9.44 eV
Molar mass   119.6 g/mol

CARTESIAN COORDINATES (ANGSTROEM)
C: -1.56880 1.07844 -0.07756
C: -0.09738 -0.82871 0.61615
C: 1.17373 -0.60655 0.69632
H: -1.51474 -2.09773 -0.89578
H: -2.58802 -1.51837 0.42211
H: -2.77229 1.15346 -0.24757
H: 0.16748 1.71595 0.66556
H: -0.33682 -1.64096 1.38602
H: 1.65799 -1.11432 1.55721
N: -2.09026 -1.21420 -0.47963
N: -1.08240 -0.25878 -0.21958
N: -0.78128 2.09318 0.28009
Cl: 2.11874 0.07656 -0.43313

***

Which is the most stable structure? (Q) is the most stable.

***

(P)
DFT (the ωB97M-V functional and the def2-TZVPD basis) results for a cluster of 2 separate species, C5H16N2O2 in total.

## Properties
Highest occupied orbital energy   -0.2796 Eh
Total charge   0
Kohn-Sham gap   8.29 eV
Molar mass   136.2 g/mol

CARTESIAN COORDINATES (ANGSTROEM)
C: -1.61713 0.30862 -0.43357
C: -1.92540 1.51132 0.44545
C: -0.73245 -2.07527 -0.02125
N: -0.76429 -0.68787 0.47008
O: -2.81074 -0.32658 -0.79328
O: -0.82670 0.54672 -1.49251
H: -2.67881 -0.62609 -1.70300
H: 0.24782 0.59581 -1.01292
H: -1.04988 -0.63605 1.44267
H: -2.43145 2.24734 -0.17695
H: -2.58534 1.24109 1.27274
H: -0.99524 1.94224 0.81979
H: -1.72522 -2.51907 0.01933
H: -0.03347 -2.65816 0.57741
H: -0.38435 -2.05540 -1.05240
C: 1.56324 0.64738 -0.26241
C: 2.58504 -0.49506 -0.27369
N: 1.59476 1.48235 0.95991
H: 1.43520 0.91311 1.78712
H: 2.50864 1.90969 1.09914
H: 1.81091 1.32320 -1.09082
H: 0.25889 -0.18511 0.24233
H: 2.55307 -1.04321 -1.22113
H: 3.61539 -0.14171 -0.12967
H: 2.38751 -1.21929 0.52762

***

(Q)
DFT (the ωB97M-V functional and the def2-TZVPD basis) results for a cluster of 2 separate species, C5H16N2O2 in total.

## Properties
Highest occupied orbital energy   -0.3277 Eh
Total charge   0
Kohn-Sham gap   9.67 eV
Molar mass   136.2 g/mol

CARTESIAN COORDINATES (ANGSTROEM)
C: 1.51683 -0.50225 -1.77667
O: 2.80429 -0.11544 -1.57035
C: 0.55362 0.25536 -0.86834
C: 0.87641 -0.32580 0.63686
C: 0.09607 0.24996 1.75788
C: -0.72506 -0.89095 2.34875
N: -1.60390 -1.35317 1.37657
N: -0.77410 -0.03425 -1.50515
H: 1.32454 -0.44673 -2.89091
H: 1.46916 -1.54603 -1.55783
H: 0.60949 1.30078 -0.97034
H: 1.85119 0.03630 0.76370
H: 1.17568 -1.36522 0.58908
H: -0.63299 1.05306 1.43255
H: 0.78794 0.75198 2.42878
H: -1.11269 -0.57125 3.22816
H: -0.13583 -1.67581 2.84033
H: -1.36518 -2.32083 1.07265
H: -2.56861 -1.29019 1.59723
H: 3.11853 -0.24525 -0.65996
H: -1.23531 -0.92164 -1.20682
H: -1.55069 0.64418 -1.38569
H: -2.15749 1.54983 -0.45658
H: -1.38196 2.85028 -0.38606
O: -2.23642 2.51427 -0.44578

***

Which is the most stable structure? (P) is the most stable.

***

(P)
DFT (the ωB97M-V functional and the def2-TZVPD basis) results for a cluster of 2 separate species, C3HCl3O in total.

## Properties
Highest occupied orbital energy   -0.3206 Eh
Total charge   0
Kohn-Sham gap   8.25 eV
Molar mass   159.4 g/mol

CARTESIAN COORDINATES (ANGSTROEM)
C: 2.29233 0.45818 -0.87108
C: 1.43724 -0.21035 -0.33027
C: 5.13065 -0.15459 0.26325
O: 0.35507 -0.74673 0.18796
Cl: 3.73198 0.81735 -1.56684
Cl: 4.44445 -1.67656 0.41132
Cl: 4.97714 0.76116 1.70383
H: -0.44754 -0.28468 -0.35414

***

(Q)
DFT (the ωB97M-V functional and the def2-TZVPD basis) results for a cluster of 2 separate species, C3HCl3O in total.

## Properties
Highest occupied orbital energy   -0.3490 Eh
Total charge   0
Kohn-Sham gap   9.90 eV
Molar mass   159.4 g/mol

CARTESIAN COORDINATES (ANGSTROEM)
C: -2.13576 0.04460 -0.36374
C: 0.31505 0.71873 0.29354
C: 0.94358 -0.48922 0.34443
O: -2.36328 -0.42892 -1.36250
Cl: 1.28342 2.31135 0.37453
Cl: 2.52787 -0.77813 0.65265
Cl: 0.06031 -1.82409 -0.15544
H: -0.63120 0.44566 0.21653

***

Which is the most stable structure? (Q) is the most stable.